# 1
C26H28IrN2P2S4 | ωB97M-V with the def2-TZVPD basis set

As for the charge: +2. The HOMO-LUMO gap (alpha / beta) comes out at 7.29 / 6.08 eV. The multiplicity is 6.

Geometry as XYZ:
```
63
Properties=species:S:1:pos:R:3:forces:R:3
Ir -0.1655 0.3370 0.4094 -0.07 -0.07 -0.04
S 1.9629 -0.2508 -0.4612 -0.03 0.00 0.00
S 2.5475 -0.4750 2.2115 0.03 -0.01 -0.01
S 1.5019 0.6244 3.4837 -0.09 0.04 -0.02
S 0.0989 1.6277 2.3855 0.11 -0.02 0.08
C -1.0636 2.2906 -2.2202 0.01 0.01 -0.03
C -2.3671 1.5589 -1.9063 0.01 0.03 -0.02
P -2.0978 0.0764 -0.8678 0.04 0.01 0.01
C -1.8082 -1.3475 -1.9185 -0.01 -0.03 -0.01
C -1.1144 -1.2043 -3.1239 -0.01 -0.02 0.01
C -0.8358 -2.3169 -3.8979 0.01 0.01 0.00
C -1.2378 -3.5766 -3.4719 0.00 -0.01 0.00
C -1.9179 -3.7263 -2.2711 -0.01 0.02 0.01
C -2.1984 -2.6184 -1.4896 0.02 0.00 -0.03
C -3.5948 -0.2016 0.0798 0.02 0.00 0.08
C -4.7337 -0.7223 -0.5394 0.01 0.00 0.01
C -5.9016 -0.8677 0.1902 0.00 0.00 -0.01
C -5.9382 -0.5015 1.5305 -0.02 0.00 0.00
C -4.8108 0.0194 2.1487 0.02 0.01 0.00
C -3.6377 0.1737 1.4240 -0.03 -0.01 -0.03
P 0.0878 2.2824 -0.7901 0.01 -0.04 -0.05
C 1.7499 2.2855 -1.4536 0.00 0.02 0.02
C 2.7283 1.4600 -0.6967 0.03 0.01 0.04
C 4.0670 1.3553 -1.3237 -0.01 0.00 0.02
C 4.3512 1.9728 -2.4971 -0.03 0.01 -0.02
C 3.3828 2.7497 -3.1727 -0.01 -0.01 0.02
C 2.0919 2.8853 -2.6327 0.03 -0.02 -0.02
C -0.1765 3.8046 0.1263 0.02 0.01 0.06
C 0.8950 4.6400 0.4337 -0.04 0.04 -0.04
C 0.6825 5.7797 1.1961 -0.01 0.00 0.00
C -0.5917 6.0842 1.6518 0.01 0.00 0.00
C -1.6622 5.2512 1.3496 -0.01 -0.01 -0.01
C -1.4568 4.1098 0.5934 0.01 -0.01 0.04
H -1.2559 3.3216 -2.5207 0.00 0.00 0.00
H -0.5276 1.8049 -3.0362 -0.01 0.00 -0.01
H -3.0452 2.1939 -1.3331 0.00 0.00 0.00
H -2.8947 1.2671 -2.8167 0.00 0.00 0.01
H -0.7991 -0.2298 -3.4727 0.00 0.01 0.00
H -0.3114 -2.2016 -4.8365 0.00 -0.01 0.00
H -1.0239 -4.4441 -4.0814 0.00 0.00 0.00
H -2.2361 -4.7074 -1.9461 0.00 0.00 0.00
H -2.7405 -2.7429 -0.5609 -0.01 0.00 0.00
H -4.7067 -1.0184 -1.5810 -0.01 0.00 0.00
H -6.7855 -1.2692 -0.2862 0.00 0.00 0.00
H -6.8532 -0.6218 2.0947 0.00 0.00 0.00
H -4.8460 0.3089 3.1901 0.00 0.00 0.00
H -2.7610 0.6017 1.9006 0.00 0.00 0.02
H 2.8174 1.7948 0.3464 0.00 0.00 0.00
H 4.8209 0.7800 -0.8022 0.00 0.01 0.01
H 5.3427 1.8797 -2.9193 0.00 0.00 -0.01
H 3.6307 3.2396 -4.1028 0.00 0.00 0.00
H 1.3615 3.4792 -3.1707 0.01 0.00 -0.01
H 1.8892 4.4162 0.0681 0.01 -0.01 0.00
H 1.5128 6.4322 1.4291 0.00 0.00 0.00
H -0.7544 6.9755 2.2425 0.00 0.00 0.00
H -2.6554 5.4927 1.7029 0.00 0.00 0.00
H -2.2979 3.4596 0.3791 -0.01 -0.01 0.00
N 0.0445 -2.7096 0.9551 -0.04 0.00 -0.01
N -0.5302 -1.5282 1.5392 0.04 0.03 -0.04
H -0.1128 -3.5023 1.5711 0.02 0.00 0.01
H 1.0456 -2.5657 0.8867 0.01 0.01 -0.01
H -0.2465 -1.4023 2.5117 0.00 -0.01 0.01
H -1.5372 -1.6761 1.5518 -0.02 0.02 0.01
```
Forces are in eV/Å.

Which charges does natural (NBO) predict for the atoms? In e, they are: 0.347 0.123 -0.035 0.260 -0.169 -0.747 -0.729 1.157 -0.451 -0.135 -0.198 -0.152 -0.191 -0.167 -0.455 -0.119 -0.203 -0.155 -0.186 -0.215 1.227 -0.432 -0.385 -0.150 -0.200 -0.161 -0.109 -0.351 -0.201 -0.188 -0.163 -0.178 -0.236 0.277 0.255 0.264 0.277 0.200 0.237 0.241 0.239 0.221 0.223 0.244 0.243 0.238 0.216 0.257 0.234 0.249 0.239 0.221 0.225 0.240 0.242 0.237 0.209 -0.636 -0.669 0.370 0.367 0.385 0.401

---

# 2
C72H150N7O16 | ωB97M-V with the def2-TZVPD basis set

As for the charge: -1. The HOMO-LUMO gap comes out at 7.88 eV.

Geometry as XYZ:
```
245
Properties=species:S:1:pos:R:3:forces:R:3
C 0.2441 7.9449 -2.3569 1.93 0.15 -0.70
C 1.1932 6.6973 -2.5517 -1.06 -0.22 0.01
C 2.3473 7.0183 -3.5052 -0.28 0.77 0.11
N 3.5208 6.0837 -3.5541 -0.56 -1.03 -0.45
C 4.0844 5.7467 -2.2705 0.77 -0.80 0.51
C 2.9607 4.8403 -4.2977 -1.90 0.86 0.82
C 3.5360 4.9575 -5.6737 0.87 -2.73 -1.74
C 4.0778 6.3524 -5.7790 3.60 -1.43 -1.30
C 4.6206 6.5894 -4.4163 0.03 0.34 0.00
H -0.1346 8.4540 -3.2773 0.01 -0.93 0.62
H 0.8899 8.6892 -1.8807 -0.16 0.21 0.10
H -0.4955 7.6931 -1.6216 -0.69 -0.08 0.00
H 0.5729 5.8431 -2.8955 0.51 0.38 0.08
H 1.5539 6.4744 -1.5286 -0.08 -0.06 -0.50
H 2.6675 7.9914 -3.1944 0.85 0.71 0.29
H 2.0588 7.1289 -4.5496 -0.62 -0.17 0.15
H 4.5332 6.6363 -1.8549 0.20 0.20 0.29
H 4.8162 4.9155 -2.3672 -0.39 0.67 -0.10
H 3.3111 5.3831 -1.6531 -0.75 -0.41 1.02
H 3.2635 3.9941 -3.7167 0.14 -0.48 0.00
H 1.8055 4.9410 -4.2884 1.99 -0.24 -0.32
H 4.3089 4.1231 -5.8925 -0.94 1.37 0.61
H 2.7481 4.7963 -6.4202 0.18 0.15 0.28
H 4.8798 6.4714 -6.6023 -1.47 -0.01 1.21
H 3.2324 6.9219 -5.9055 -1.32 1.82 -0.95
H 5.5991 6.1674 -4.1436 -0.59 -0.60 -0.19
H 4.7192 7.6117 -4.1911 0.11 1.61 0.29
C 3.5692 1.7342 4.0692 1.91 -0.39 -0.25
C 3.8523 0.2379 4.3599 -1.08 0.68 -0.46
C 2.6968 -0.6199 3.8820 1.11 0.36 0.16
N 2.8452 -2.0302 4.3623 0.16 -0.15 -1.22
C 2.7646 -2.1566 5.8246 1.37 0.75 0.00
C 4.0500 -2.7224 3.9072 2.43 -0.88 -0.06
C 3.8556 -2.9817 2.4334 -0.28 2.18 -0.51
C 2.3647 -3.2612 2.3092 -1.12 0.68 -0.42
C 1.8086 -2.8926 3.6790 -0.78 1.59 -0.20
H 4.3556 2.3002 4.6546 -1.17 -0.23 -0.59
H 2.5621 1.9370 4.3942 -0.23 0.55 0.16
H 3.7417 1.9741 2.9881 -0.39 -0.16 0.83
H 3.8740 0.0980 5.4292 0.49 0.09 0.41
H 4.7556 -0.0740 3.8667 0.62 -0.11 0.07
H 2.6154 -0.5579 2.7966 -0.17 -0.45 0.00
H 1.8147 -0.2600 4.3662 -0.70 0.22 0.07
H 3.7775 -2.0656 6.2489 -0.44 0.32 -0.15
H 2.4638 -3.1437 5.9878 -0.76 -1.37 0.63
H 2.1122 -1.4035 6.1921 -0.66 0.56 0.60
H 4.1240 -3.6740 4.4709 -0.35 0.57 -0.39
H 5.0030 -2.1882 4.0868 -0.77 0.17 0.17
H 4.4601 -3.7723 2.0756 0.62 -0.80 -0.31
H 4.1335 -2.0571 1.8819 -0.07 -0.56 0.11
H 2.2920 -4.3166 2.1807 -0.56 -0.85 -0.16
H 1.7394 -2.7407 1.4971 1.41 -0.65 0.91
H 1.7121 -3.6946 4.3680 -0.72 -0.88 -0.08
H 0.9250 -2.2491 3.5915 -0.04 -0.47 0.28
C -3.8728 -0.9065 -3.6663 -0.65 -0.14 0.05
C -3.4000 -1.9250 -2.6472 -0.96 1.00 -0.75
C -4.5972 -2.5576 -1.9896 -0.82 0.13 0.77
N -4.2365 -3.7727 -1.1032 -0.92 0.98 -0.22
C -4.0803 -4.9257 -1.9745 1.41 -2.28 0.51
C -5.3035 -3.9189 -0.0254 -0.13 0.08 -1.23
C -4.7645 -3.2619 1.2304 0.56 -1.75 0.51
C -3.4485 -2.6553 0.7698 1.52 -0.64 2.17
C -2.9910 -3.5994 -0.2980 0.01 -0.19 -0.46
H -3.0648 -0.5178 -4.2653 0.36 0.22 -0.09
H -4.4252 -0.1127 -3.1886 0.13 0.46 0.25
H -4.5759 -1.3719 -4.3304 -0.39 -0.36 -0.73
H -2.6782 -1.4050 -2.0628 0.14 0.06 1.29
H -2.8380 -2.6356 -3.1701 0.84 -1.36 -0.69
H -5.3380 -2.9304 -2.7705 0.99 0.24 0.95
H -5.1725 -1.8638 -1.3277 0.79 -0.24 -0.60
H -3.7237 -5.8290 -1.3531 -0.67 1.40 -0.76
H -3.2435 -4.6606 -2.6562 -0.85 -0.37 0.00
H -5.0244 -5.2333 -2.4328 0.25 0.42 -0.20
H -5.4254 -4.9657 0.0822 -0.17 -1.05 0.38
H -6.1923 -3.5078 -0.4708 -0.50 0.30 0.16
H -4.5878 -4.1124 1.9384 0.17 0.62 -0.52
H -5.4687 -2.6632 1.7563 -0.46 1.02 0.00
H -2.6787 -2.5748 1.5767 -0.58 -0.44 -0.33
H -3.5023 -1.6558 0.4622 -0.52 1.54 -1.02
H -2.8580 -4.6327 0.0830 0.43 0.66 0.09
H -2.1846 -3.2766 -0.9718 -0.03 -0.25 0.40
C -0.7867 -2.8951 -6.2635 2.36 -0.34 1.05
C 0.6205 -2.3118 -6.0538 2.14 -0.46 0.01
C 0.5757 -0.8866 -5.4944 -0.36 0.51 -0.98
N 1.8823 -0.1080 -5.5326 0.31 0.75 0.71
C 2.8550 -0.7130 -4.5508 -0.59 -1.23 -0.63
C 2.5248 0.0553 -6.8975 1.07 0.33 1.03
C 1.4216 0.8264 -7.5567 -0.62 0.70 -2.14
C 1.1804 2.0281 -6.5893 1.78 -1.76 0.09
C 1.5570 1.4038 -5.2327 0.37 -0.78 1.00
H -0.6924 -3.8675 -6.7389 -0.44 0.13 -0.27
H -1.4029 -2.1768 -6.7150 -0.94 0.66 -1.20
H -1.1365 -3.0166 -5.2714 -0.82 -0.49 1.06
H 1.2549 -2.3932 -6.9685 -0.75 0.51 0.15
H 1.2868 -2.9337 -5.3569 -1.39 0.59 -0.49
H 0.2391 -0.9099 -4.4767 0.30 -0.16 0.86
H -0.1910 -0.2476 -5.9754 0.46 -0.53 -0.14
H 3.6259 0.0420 -4.3589 -0.21 -0.47 0.20
H 3.2333 -1.6130 -5.0891 0.31 0.74 0.30
H 2.2774 -1.1744 -3.7157 0.55 1.08 -0.11
H 3.5110 0.6324 -6.6952 -1.74 -0.52 -0.25
H 2.8431 -0.9105 -7.2823 -0.48 -0.12 -0.21
H 1.6030 1.1125 -8.6168 0.42 0.20 0.79
H 0.5271 0.1858 -7.6999 0.46 0.31 0.39
H 1.8503 2.8556 -6.8455 -0.31 -0.20 0.20
H 0.1992 2.3579 -6.4962 -1.72 0.82 -0.48
H 2.4655 1.8561 -4.7696 -0.60 -0.53 -0.29
H 0.7419 1.3411 -4.4801 0.48 0.33 -0.60
C -0.6801 -0.3063 2.2059 -1.34 1.50 -1.21
C -0.0950 -0.0752 0.7981 1.15 -0.56 0.57
C -0.3155 1.3821 0.3871 0.60 0.13 0.46
N -0.0119 1.6958 -1.0685 1.05 -0.16 -0.06
C 1.4204 1.5039 -1.5053 0.37 -0.79 0.36
C -0.2916 3.1320 -1.3221 -1.09 -0.15 1.01
C -0.7580 3.1974 -2.7642 0.65 0.27 1.02
C -1.4702 1.8559 -2.9866 -0.48 1.79 -0.88
C -0.9836 0.9577 -1.9372 0.53 -2.55 0.48
H -1.7565 -0.0912 2.2311 0.03 0.01 -0.23
H -0.2643 0.4070 2.8889 0.55 0.29 0.58
H -0.5831 -1.2863 2.5783 0.47 -1.27 0.30
H -0.5684 -0.7343 0.0488 0.39 0.06 0.33
H 1.0066 -0.3529 0.9390 -1.23 0.46 -0.88
H 0.2480 2.0952 1.0535 -0.30 -0.79 -1.02
H -1.3943 1.5891 0.4574 0.24 0.04 0.23
H 1.6620 0.4457 -1.4581 -0.16 -0.17 -0.21
H 2.0662 2.0145 -0.7957 -0.06 0.38 -0.01
H 1.6285 1.8767 -2.5274 -0.44 -0.09 0.71
H 0.5529 3.7202 -0.9332 -0.23 0.03 -0.41
H -1.1886 3.3116 -0.7211 0.14 0.35 0.23
H 0.1157 3.3161 -3.3883 -0.13 0.35 -0.66
H -1.4030 4.0616 -2.7254 -0.18 0.30 -1.05
H -1.2701 1.5069 -3.9850 0.08 -0.27 -0.42
H -2.5421 1.9548 -2.9084 -0.40 0.17 0.00
H -0.5278 0.0434 -2.3774 0.15 0.54 0.67
H -1.7890 0.6049 -1.2960 -0.14 0.13 0.03
C -4.0277 -10.4188 2.7635 -0.77 -0.65 1.43
C -3.3004 -9.4575 3.7340 -1.49 -0.19 -1.01
C -2.3822 -8.5402 3.0170 0.14 1.31 0.06
N -1.7915 -7.5355 4.0032 0.56 -0.65 -0.11
C -0.7994 -8.2235 4.8895 1.05 0.79 0.30
C -1.1509 -6.3494 3.2301 0.84 -0.63 0.98
C -1.9434 -5.1384 3.6493 0.23 0.16 -1.01
C -2.2127 -5.5071 5.1064 -0.46 1.04 0.49
C -2.8096 -6.8999 4.8968 0.19 1.15 -1.31
H -3.4906 -10.7761 1.9465 1.59 0.09 -1.74
H -4.9266 -9.9188 2.3586 0.27 -0.58 0.51
H -4.1971 -11.4269 3.2292 -0.68 1.15 0.16
H -2.7278 -9.9851 4.4958 -0.43 -0.03 0.24
H -4.1152 -8.8075 4.0628 0.10 -0.46 0.83
H -2.8333 -7.9275 2.1960 0.13 -0.75 0.55
H -1.5364 -9.1252 2.7404 0.78 -0.15 -1.02
H -1.2836 -8.8488 5.6752 0.35 0.56 -0.80
H -0.1517 -7.4265 5.3219 -0.77 -0.52 0.14
H -0.1065 -8.7917 4.2697 -0.23 -0.30 -0.02
H -0.1465 -6.1351 3.6417 -0.31 -0.67 -0.02
H -1.0311 -6.6343 2.1993 -0.40 0.07 -0.44
H -1.2493 -4.3161 3.3983 -0.63 0.15 0.72
H -2.8700 -5.0212 3.0794 0.06 -0.01 0.03
H -1.2652 -5.3661 5.6699 -0.61 -0.66 -0.07
H -2.9959 -4.8890 5.5552 0.22 0.14 -0.02
H -3.0735 -7.5542 5.6984 0.17 -0.15 0.71
H -3.6932 -6.7652 4.2614 -0.10 -0.06 0.20
C 1.4635 7.0413 5.4645 0.01 -1.41 0.84
C 0.2732 6.0632 5.2805 -1.24 1.16 1.04
C 0.4284 5.1531 4.0855 0.52 2.32 -0.37
N -0.8932 4.7679 3.5208 -0.97 -2.38 1.46
C -0.6945 3.5192 2.7125 0.30 0.60 -0.29
C -1.4955 5.8627 2.7046 1.48 1.54 2.39
C -2.9198 5.5145 2.5556 -0.87 -1.31 -0.56
C -3.2899 4.7885 3.8854 -0.53 1.88 -0.19
C -1.9541 4.4403 4.5621 -1.64 -1.23 -0.20
H 1.3072 7.7706 6.2540 -0.22 -0.05 0.16
H 1.6032 7.5639 4.5652 0.27 0.85 -1.33
H 2.4285 6.5300 5.6855 -0.74 0.07 -0.13
H -0.7111 6.6599 5.1257 1.78 -0.51 0.35
H 0.0710 5.5124 6.2100 0.29 -0.04 -0.21
H 1.1026 4.3387 4.2574 -0.23 -0.83 0.14
H 0.8911 5.8012 3.3186 -0.09 -0.65 -0.13
H -0.2928 2.7522 3.3872 0.04 0.36 -0.29
H 0.0090 3.9090 1.9803 0.16 -0.68 -0.53
H -1.6341 3.1596 2.2859 0.03 0.32 -0.11
H -0.8354 5.9549 1.8580 -0.05 0.38 -0.55
H -1.3543 6.7236 3.4481 -0.33 -0.59 -1.63
H -3.0064 4.8512 1.6820 -0.35 0.07 0.28
H -3.5871 6.3531 2.4227 0.11 0.35 -0.29
H -4.0005 3.9821 3.7210 0.39 -0.31 -0.01
H -3.8547 5.5553 4.4714 0.48 -0.67 -0.07
H -2.0330 3.3672 4.8454 1.14 0.76 -0.38
H -1.8256 5.0043 5.4656 0.27 0.25 0.12
C -0.4669 6.0434 -7.9488 1.57 -2.91 1.61
C 0.5369 5.9299 -6.7422 -0.89 -1.64 1.15
O 0.2970 4.9737 -5.8997 0.20 1.35 -1.47
O 1.4535 6.7634 -6.6158 -0.44 0.39 -0.50
H -1.3844 5.7383 -7.4983 -0.99 0.15 -0.11
H -0.2288 5.3225 -8.7485 0.09 0.13 0.37
H -0.4147 6.9856 -8.3306 -0.25 2.68 -1.04
C -0.8996 0.0245 5.8507 -0.43 -0.54 0.48
C 0.1953 1.1513 5.7631 -0.57 0.36 -0.06
O -0.0975 2.2382 5.1567 -0.40 -1.35 0.78
O 1.3122 0.8871 6.2068 0.92 -0.56 0.54
H -1.8607 0.3348 6.3294 0.81 0.07 -0.37
H -0.6642 -1.0243 6.2587 0.35 1.81 -0.22
H -1.1087 -0.1423 4.8116 -0.57 -0.18 -0.63
C 1.4148 -4.0143 -1.7431 0.77 1.33 -1.10
C 0.4781 -2.8592 -2.2503 -1.69 -1.07 0.79
O 0.8706 -1.6681 -2.3574 0.14 -0.93 0.01
O -0.7164 -3.2847 -2.4622 1.50 0.88 -0.16
H 1.8819 -3.8502 -0.7768 0.19 0.55 0.05
H 2.2180 -4.1361 -2.5117 -0.45 -0.13 0.67
H 0.8354 -4.8987 -1.6343 -0.46 -0.76 -0.28
C 6.3888 2.5364 -3.6995 -1.84 1.54 0.87
C 4.9506 2.1496 -4.1761 0.48 -0.47 -1.26
O 4.8390 1.6731 -5.3674 0.14 0.68 1.61
O 4.0190 2.2951 -3.3512 0.27 -0.30 -0.06
H 6.5374 3.6870 -3.7600 -0.48 -1.75 0.67
H 7.0608 2.1805 -4.4128 1.31 -0.98 -0.84
H 6.4738 2.0852 -2.6742 0.40 0.85 -0.92
C 4.1337 5.6865 1.4705 -0.96 0.78 -1.08
C 2.7228 5.1622 1.0562 -0.53 0.50 -0.01
O 1.6996 5.8974 1.2766 1.02 -0.44 0.08
O 2.7131 4.0796 0.4347 -0.12 -0.20 0.00
H 4.1644 6.2073 2.3996 -0.38 0.54 0.80
H 4.4011 6.4354 0.6882 0.06 -0.53 0.46
H 4.8686 4.9179 1.5309 0.45 -0.74 -0.35
C -5.1381 2.6408 -0.8686 1.02 -2.06 -1.10
C -4.1261 1.5209 -0.3640 -0.92 0.29 0.76
O -4.1793 0.3646 -0.9042 0.41 1.75 0.83
O -3.4167 1.9225 0.6117 0.07 -0.82 -0.99
H -4.6128 3.1158 -1.7187 -0.49 -0.05 0.18
H -5.2959 3.3743 -0.1005 -0.32 0.15 0.30
H -6.0274 2.0799 -1.2335 0.34 0.87 0.24
C 2.3430 -6.9855 6.3029 -0.79 -1.41 1.70
C 2.0741 -5.7444 5.5477 -1.47 1.34 -1.09
O 0.9440 -5.1712 5.5963 -0.51 -0.85 0.80
O 2.9658 -5.2897 4.8239 1.80 -0.33 -0.41
H 1.3939 -7.4277 6.7743 1.46 0.57 -0.68
H 3.0388 -6.7379 7.1148 -0.19 -0.06 -0.01
H 2.8788 -7.7139 5.6909 -0.24 0.00 -0.06
C -6.2725 -8.2096 0.4522 0.07 0.10 -1.33
C -5.3405 -7.4823 1.4263 0.07 0.81 -2.37
O -4.4635 -6.8038 0.8061 0.42 0.07 0.44
O -5.4977 -7.5670 2.6328 -0.09 -0.30 1.81
H -6.7606 -7.5203 -0.3087 0.41 -0.72 1.21
H -6.9343 -8.9309 0.8751 -1.10 0.08 0.75
H -5.6630 -8.8768 -0.1491 0.56 0.15 -0.38
```
Forces are in eV/Å.

These are the Mulliken partial charges, in e, on atoms 1 to 99: -1.815 1.298 -0.940 0.801 -1.058 2.518 -0.023 -1.485 -0.727 0.319 0.480 0.423 -0.331 -0.172 0.778 0.115 0.575 0.052 0.005 -0.914 -1.204 0.120 -0.040 0.402 0.638 0.494 0.473 -0.959 -0.569 0.184 1.182 -0.687 -0.879 -1.030 0.575 0.137 0.392 -0.079 0.341 0.385 0.375 0.185 -0.620 0.384 0.157 0.186 0.584 0.449 0.634 0.271 0.880 -0.705 -1.049 0.248 -1.759 1.046 -0.960 0.679 -0.550 -0.770 -0.358 1.037 -0.018 0.171 0.155 0.636 -0.820 0.752 0.243 0.495 0.065 0.137 0.409 0.196 0.429 -0.141 0.536 -0.127 -0.631 0.926 -0.673 -1.296 -0.525 -0.277 0.562 -0.012 -0.309 -0.911 -0.462 1.875 0.378 0.472 0.061 0.315 0.265 -0.292 0.939 -0.101 0.415

---

> What is the charge in the first record?

+2